Record 1
The following is a DFT calculation (the ωB97M-V functional and the def2-TZVPD basis) of an isolated molecule of C2H5N5O.

Geometry as XYZ:
```
13
Properties=species:S:1:pos:R:3:mulliken_charge:R:1
O 2.4081 -1.0111 0.1122 -0.04
N -0.9888 -1.1603 -0.3027 -0.22
N -2.0573 -0.3744 0.2494 -0.55
N 2.1970 0.3739 0.1505 -0.43
N 0.2915 1.7136 -0.0318 -0.57
N 1.2707 -1.7087 -0.0713 -0.48
C 0.3352 -0.8340 -0.0801 0.34
C 0.9379 0.5116 -0.0834 0.54
H -1.0943 -2.1418 -0.1166 0.32
H -1.9738 -0.2515 1.2847 0.25
H -0.3419 1.9110 -0.8381 0.26
H -2.0327 0.5381 -0.2362 0.27
H 1.0484 2.4336 -0.0365 0.31
```

For the HOMO energy, the calculation gives -9.0 eV. Its orbital gap is 9.65 eV. The value obtained for the energy relative to the best compared isomer or geometry (same formula, charge and spin) is 67.6 kcal/mol. The calculation puts the LUMO energy at 0.607 eV. The SMILES is NNc1nonc1N. As for the multiplicity: 1.



Record 2
The following is a DFT calculation (the ωB97M-V functional and the def2-TZVPD basis) of a cluster of 2 separate species, C2H5NO in total.

Geometry as XYZ:
```
9
Properties=species:S:1:pos:R:3:mulliken_charge:R:1
O -0.6954 2.1510 1.4099 -0.61
N 0.3794 -2.0047 -0.3934 -0.52
C 0.0158 -1.6731 -1.5955 -0.74
C 0.1869 1.5448 0.7660 -0.22
H 0.0046 0.4925 0.4977 0.08
H -0.9217 -1.1714 -1.7952 0.39
H 1.1873 1.9325 0.5041 0.21
H 0.5997 -2.0508 -2.4430 0.26
H 1.1802 -2.6296 -0.4315 0.16
```

For the HOMO energy (alpha / beta), the calculation gives 0.8 / -4.2 eV. Its orbital gap (alpha / beta) is 3.82 / 8.73 eV. As for the total charge: -1. The value obtained for the energy relative to the best compared isomer or geometry (same formula, charge and spin) is 31.3 kcal/mol. The calculation puts the LUMO energy (alpha / beta) at 4.665 / 4.536 eV. As for the multiplicity: 2.



Record 3
The following is a DFT calculation (the ωB97M-V functional and the def2-TZVPD basis) of a cluster of 2 separate species, C2H5NO in total.

Geometry as XYZ:
```
9
Properties=species:S:1:pos:R:3:mulliken_charge:R:1
O 0.8003 -0.3000 1.9398 -0.51
N 0.0148 0.0679 -1.6126 -0.62
C -0.6577 1.2647 -1.6956 -0.60
C -0.0676 -1.0467 1.4477 -0.16
H 0.0301 -1.3517 0.3065 0.21
H -0.3037 2.3174 -1.6365 0.24
H -1.7762 1.0101 -1.7245 0.18
H -1.1134 -1.3982 1.8809 0.15
H 1.0087 0.0385 -1.5692 0.10
```

For the HOMO energy (alpha / beta), the calculation gives 0.8 / -3.9 eV. Its orbital gap (alpha / beta) is 3.78 / 8.36 eV. As for the total charge: -1. The value obtained for the energy relative to the best compared isomer or geometry (same formula, charge and spin) is 48.0 kcal/mol. The calculation puts the LUMO energy (alpha / beta) at 4.533 / 4.502 eV. As for the multiplicity: 2.



Record 4
The following is a DFT calculation (the ωB97M-V functional and the def2-TZVPD basis) of a cluster of 2 separate species, C2H5NO in total.

Geometry as XYZ:
```
9
Properties=species:S:1:pos:R:3:mulliken_charge:R:1
O -2.4670 1.2742 0.6062 -0.40
N 1.1243 0.1888 -1.2010 -0.46
C 1.5255 -0.2721 -0.0913 -0.34
C -1.9856 0.1771 0.6394 0.20
H -1.0085 0.0783 0.1284 -0.01
H -2.3590 -0.7613 1.0867 0.23
H 2.2061 -1.1269 -0.0168 0.26
H 1.8349 0.1662 -1.9206 0.23
H 1.1291 0.2756 0.7690 0.30
```

For the HOMO energy, the calculation gives -9.8 eV. Its orbital gap is 10.65 eV. The value obtained for the energy relative to the best compared isomer or geometry (same formula, charge and spin) is 73.0 kcal/mol. The calculation puts the LUMO energy at 0.815 eV. The SMILES is C=N.C=O. As for the multiplicity: 1.



Record 5
The following is a DFT calculation (the ωB97M-V functional and the def2-TZVPD basis) of a structure of composition C2H5NO.

Geometry as XYZ:
```
9
Properties=species:S:1:pos:R:3:mulliken_charge:R:1
O 0.7156 -1.7170 -0.0016 -0.51
N -1.1422 -0.5449 -0.5474 -0.63
C 0.1598 -0.6564 -0.1216 0.52
C 0.8306 0.7140 -0.0375 -0.68
H 0.3322 1.6419 -0.6937 0.27
H 1.9848 0.5934 -0.4822 0.26
H -1.8529 -1.4054 0.0866 0.32
H 0.8824 1.0017 1.1464 0.21
H -1.9103 0.3728 0.6508 0.25
```

For the HOMO energy, the calculation gives -10.2 eV. Its orbital gap is 9.10 eV. The value obtained for the energy relative to the best compared isomer or geometry (same formula, charge and spin) is 125.4 kcal/mol. The calculation puts the LUMO energy at -1.115 eV. As for the multiplicity: 1.



Record 6
The following is a DFT calculation (the ωB97M-V functional and the def2-TZVPD basis) of an isolated molecule of C2H5NO.

Geometry as XYZ:
```
9
Properties=species:S:1:pos:R:3:mulliken_charge:R:1
O 1.5108 -1.0880 0.6698 -0.55
N 0.1112 0.3406 -0.4273 -0.18
C -1.0600 0.0434 0.3661 -0.70
C 1.3111 -0.2353 -0.1722 0.06
H -0.0487 0.7815 -1.3207 0.23
H -1.6743 0.9532 0.4632 0.27
H 2.1105 0.2342 -0.7730 0.33
H -1.4967 -0.7835 -0.1874 0.28
H -0.7638 -0.2462 1.3816 0.26
```

For the HOMO energy, the calculation gives -9.8 eV. Its orbital gap is 10.71 eV. The value obtained for the energy relative to the best compared isomer or geometry (same formula, charge and spin) is 15.9 kcal/mol. The calculation puts the LUMO energy at 0.890 eV. The SMILES is CNC=O. As for the multiplicity: 1.



Record 7
The following is a DFT calculation (the ωB97M-V functional and the def2-TZVPD basis) of a cluster of 2 separate species, C2H5NO2 in total.

Geometry as XYZ:
```
10
Properties=species:S:1:pos:R:3:mulliken_charge:R:1
O 1.1752 -0.3157 1.8208 -0.01
O 2.0554 0.4296 1.4900 -0.01
N -1.0735 -0.2293 -1.9571 -0.55
C -1.7985 0.2004 -0.7495 -0.29
C -0.3823 -0.2011 -0.6687 -0.26
H -0.8450 0.5512 -2.5624 0.23
H -2.5698 -0.4856 -0.4429 0.21
H -0.1667 -1.1701 -0.2386 0.20
H -2.0187 1.2617 -0.6176 0.23
H 0.3546 0.5404 -0.4167 0.25
```

For the HOMO energy, the calculation gives -9.6 eV. Its orbital gap is 7.31 eV. The value obtained for the energy relative to the best compared isomer or geometry (same formula, charge and spin) is 165.8 kcal/mol. The calculation puts the LUMO energy at -2.247 eV. The SMILES is C1CN1.O=O. As for the multiplicity: 1.



Record 8
The following is a DFT calculation (the ωB97M-V functional and the def2-TZVPD basis) of a structure of composition C2H5NO2.

Geometry as XYZ:
```
10
Properties=species:S:1:pos:R:3:mulliken_charge:R:1
O 1.9221 -0.5388 -0.4693 -0.49
O -0.4233 -0.6427 0.2135 -0.40
N -0.0187 0.0399 -1.7535 -0.57
C 0.7999 -0.3528 -0.8154 0.50
C -0.4281 0.2127 1.3541 -0.57
H -1.3038 -0.0499 1.9500 0.24
H -0.9086 -0.2259 -0.7888 0.52
H 0.3528 0.2554 -2.6701 0.21
H -0.4780 1.2666 1.0512 0.28
H 0.4857 0.0354 1.9282 0.28
```

For the HOMO energy, the calculation gives -10.3 eV. Its orbital gap is 11.20 eV. The value obtained for the energy relative to the best compared isomer or geometry (same formula, charge and spin) is 56.1 kcal/mol. The calculation puts the LUMO energy at 0.885 eV. As for the multiplicity: 1.



Record 9
The following is a DFT calculation (the ωB97M-V functional and the def2-TZVPD basis) of a structure of composition C2H5NO2.

Geometry as XYZ:
```
10
Properties=species:S:1:pos:R:3:mulliken_charge:R:1
O 0.6354 -1.3405 0.1216 -0.20
O -1.5950 -0.8789 -0.2524 -0.51
N 1.7480 -0.3542 -0.0081 -0.39
C 0.2387 0.8965 -0.0019 -0.42
C -0.3740 -0.4785 0.4644 0.28
H -0.7338 -0.5367 1.5692 0.22
H 0.0013 0.9618 -1.0921 0.20
H 0.2670 1.8981 0.4858 0.28
H -1.5476 -0.5856 -1.2323 0.31
H 2.2199 -0.2832 -0.9542 0.24
```

For the HOMO energy, the calculation gives -9.3 eV. Its orbital gap is 9.82 eV. The value obtained for the energy relative to the best compared isomer or geometry (same formula, charge and spin) is 127.8 kcal/mol. The calculation puts the LUMO energy at 0.476 eV. As for the multiplicity: 1.



Record 10
The following is a DFT calculation (the ωB97M-V functional and the def2-TZVPD basis) of an isolated molecule of C2H5NO2.

Geometry as XYZ:
```
10
Properties=species:S:1:pos:R:3:mulliken_charge:R:1
O -1.3079 -0.7137 0.1945 -0.50
O 0.6124 0.3315 -0.9435 -0.24
N -0.4282 0.3440 -1.8797 -0.42
C 0.6034 0.0066 1.4048 -0.99
C -0.2382 -0.1621 0.1699 0.71
H -1.3894 0.5556 -1.5900 0.30
H 1.0004 1.0171 1.4612 0.30
H 1.4431 -0.6851 1.3660 0.28
H 0.0376 -0.2212 2.3040 0.32
H -0.3333 -0.4728 -2.4871 0.25
```

For the HOMO energy, the calculation gives -9.3 eV. Its orbital gap is 10.13 eV. The value obtained for the energy relative to the best compared isomer or geometry (same formula, charge and spin) is 70.9 kcal/mol. The calculation puts the LUMO energy at 0.845 eV. The SMILES is CC(=O)ON. As for the multiplicity: 1.